(1)
# C37H53F8N4O26

A 9-piece molecular cluster, C37H53F8N4O26 overall in a non-equilibrium geometry (the ωB97M-V functional and the def2-TZVPD basis, OMol25).

Structure (XYZ):
```
128
Properties=species:S:1:pos:R:3:forces:R:3:lowdin_charge:R:1
C 6.291788 -0.757328 -2.702434 0.3 0.1 -0.3 -0.093
O 5.980273 0.085311 -3.802483 -0.3 -0.1 -0.1 -0.203
C 4.998069 1.048153 -3.472821 0.4 -0.1 -0.3 -0.249
C 4.688543 1.847030 -4.724781 -0.1 -0.4 0.0 -0.176
C 3.420117 2.700004 -4.631101 0.4 0.5 -0.3 -0.198
C 3.287326 3.538237 -3.342276 0.0 -0.2 0.0 -0.198
C 2.222989 3.036742 -2.353561 0.3 0.4 0.0 -0.178
C 0.810763 3.635920 -2.506512 -0.1 -0.5 -0.3 -0.182
C 0.438820 4.025225 -3.938981 0.2 0.2 0.2 -0.154
C -1.021793 4.494605 -4.147757 -0.1 -0.2 -0.8 -0.123
N -1.912379 4.234201 -3.013677 -0.7 0.2 0.3 -0.065
C -2.449099 2.894752 -2.661843 0.2 0.1 0.2 -0.111
C -2.089343 1.806230 -3.676658 0.3 -0.1 0.5 -0.067
C -1.570233 0.540563 -3.009646 0.3 0.0 0.0 -0.487
N -2.099500 0.256998 -1.734590 -0.6 0.2 -0.2 0.131
O -0.782737 -0.159610 -3.591262 -0.2 -0.2 -0.2 0.104
C -2.211182 5.265355 -2.195645 0.2 0.0 -0.2 -0.359
N -1.988726 5.213696 -0.896782 0.3 -1.0 -0.1 0.261
N -2.844809 6.442115 -2.626196 1.0 0.4 -0.4 0.151
H 5.388909 -1.152006 -2.228042 0.0 0.1 0.1 0.092
H 6.867746 -1.594174 -3.088289 0.0 0.0 0.0 0.085
H 6.908349 -0.215092 -1.982040 -0.1 -0.1 0.2 0.080
H 5.410533 1.702096 -2.695327 -0.3 -0.1 0.2 0.125
H 4.095867 0.529918 -3.121138 0.0 0.1 0.2 0.126
H 4.538585 1.115475 -5.524841 0.1 0.0 0.0 0.109
H 5.570699 2.428557 -5.002746 -0.1 0.2 0.1 0.123
H 3.453213 3.399097 -5.471540 -0.1 -0.1 -0.1 0.111
H 2.552389 2.060614 -4.808698 -0.1 0.0 0.2 0.103
H 3.122101 4.584596 -3.606303 -0.1 0.0 0.1 0.103
H 4.245348 3.530671 -2.822047 0.0 0.0 0.0 0.103
H 2.172681 1.948818 -2.413501 -0.1 0.0 0.0 0.109
H 2.577449 3.274793 -1.348640 -0.1 -0.1 0.1 0.112
H 0.695362 4.498021 -1.843355 0.0 0.0 0.0 0.108
H 0.113726 2.853196 -2.191805 -0.1 0.2 0.3 0.093
H 1.090425 4.841561 -4.253405 0.0 0.0 -0.1 0.113
H 0.657188 3.197165 -4.614147 -0.1 -0.1 0.1 0.107
H -1.419515 4.008616 -5.037417 -0.1 0.1 0.0 0.122
H -1.025455 5.559434 -4.383710 -0.1 0.0 0.2 0.119
H -2.122094 2.614194 -1.659382 0.1 -0.1 -0.1 0.099
H -3.533968 2.985397 -2.594050 0.0 0.1 0.0 0.135
H -2.976905 1.514715 -4.238451 0.0 0.0 -0.1 0.139
H -1.310903 2.097108 -4.373465 -0.1 0.1 -0.1 0.098
H -2.322228 -0.725643 -1.645352 0.5 -0.1 0.1 0.103
H -1.494385 0.567566 -0.974485 -0.1 -0.2 0.1 0.057
H -1.592278 4.343915 -0.559687 0.2 0.1 0.1 0.128
H -1.623726 6.042989 -0.447341 -1.0 0.3 0.2 0.155
H -3.809975 6.181600 -2.831316 -0.1 0.1 0.2 0.129
H -2.461419 6.762931 -3.512417 -0.1 0.0 0.0 0.099
C 6.466086 0.732178 -8.276148 -0.3 0.1 0.0 -0.057
C 7.362037 0.145692 -7.212681 0.1 -0.2 0.0 -0.314
O 8.513921 0.963595 -7.294627 -0.2 0.2 0.1 0.137
C 8.115721 2.185186 -7.752098 0.0 -0.1 -0.1 -0.548
O 8.762228 3.172920 -7.703997 0.1 0.0 0.0 0.187
O 6.855104 2.108632 -8.257934 0.0 -0.1 0.1 0.062
F 7.695501 -1.138697 -7.492919 0.1 0.0 0.0 0.077
H 6.662932 0.314757 -9.264198 0.1 -0.1 0.1 0.145
H 5.410475 0.620716 -8.042069 0.0 0.2 0.0 0.131
H 6.959208 0.195138 -6.198193 0.0 -0.1 0.0 0.153
C -1.972246 -0.755023 3.561180 0.0 -0.1 0.0 -0.027
C -3.086605 -0.098865 2.778341 0.0 0.1 0.1 -0.300
O -2.367592 0.672236 1.813694 -0.1 -0.2 -0.2 0.120
C -1.175513 0.057031 1.613281 0.1 0.1 0.1 -0.565
O -0.447053 0.304689 0.697547 0.0 0.2 0.0 0.133
O -0.939243 -0.853540 2.555015 0.0 0.0 0.1 0.100
F -3.841876 0.734098 3.526870 0.1 0.1 0.0 0.085
H -1.623309 -0.111927 4.369208 -0.1 0.1 0.0 0.154
H -2.252154 -1.724467 3.955609 0.3 0.0 -0.2 0.107
H -3.743744 -0.795102 2.255805 -0.1 0.0 0.0 0.178
C 10.541260 -1.191499 1.266107 0.1 0.0 0.1 -0.045
C 9.271802 -0.396969 1.492246 0.1 0.1 -0.1 -0.315
O 8.562216 -0.618091 0.287522 -0.2 -0.2 0.2 0.119
C 8.958437 -1.824896 -0.214778 0.1 0.0 -0.1 -0.544
O 8.392971 -2.416267 -1.068718 0.0 0.0 0.0 0.182
O 10.081223 -2.241589 0.410242 0.0 0.0 0.1 0.079
F 9.507067 0.927969 1.636559 0.0 0.0 -0.1 0.078
H 11.288133 -0.593282 0.742864 -0.1 0.1 0.0 0.147
H 10.970249 -1.599178 2.176366 -0.1 -0.2 0.0 0.141
H 8.664956 -0.739060 2.332231 0.0 0.1 0.1 0.173
C -1.014292 -3.459551 -4.073358 0.0 0.2 0.0 -0.058
C -0.269896 -4.585857 -4.756833 0.0 -0.1 0.2 -0.319
O -1.060109 -5.712043 -4.426226 -0.1 0.0 -0.3 0.120
C -2.344676 -5.284204 -4.238630 0.0 0.0 0.1 -0.545
O -3.292569 -5.985207 -4.194035 0.0 0.0 0.0 0.198
O -2.364280 -3.932865 -4.114679 0.1 0.0 0.0 0.067
F 0.978838 -4.763969 -4.257589 0.0 0.0 0.0 0.074
H -0.695976 -3.351292 -3.035471 0.1 -0.1 0.0 0.144
H -0.923877 -2.503169 -4.578249 -0.1 0.0 0.0 0.120
H -0.205946 -4.500402 -5.842968 0.1 0.0 0.0 0.166
C -6.423594 -1.596072 7.036215 0.0 0.0 0.1 -0.027
C -6.677414 -3.047622 6.688445 -0.1 0.1 -0.1 -0.298
O -5.798476 -3.248335 5.584614 0.1 -0.2 0.2 0.145
C -4.770657 -2.383526 5.718494 0.0 0.0 -0.1 -0.545
O -3.746804 -2.456172 5.111100 -0.2 0.0 0.0 0.147
O -5.050487 -1.438997 6.630191 -0.1 0.0 0.1 0.086
F -7.945815 -3.273626 6.291783 0.0 0.0 -0.1 0.091
H -7.054112 -0.932900 6.443911 -0.1 -0.1 -0.1 0.151
H -6.552604 -1.370812 8.088230 0.2 0.0 0.0 0.107
H -6.421688 -3.758017 7.475755 -0.1 0.0 0.0 0.176
C -6.582903 -1.026749 12.867385 0.1 0.1 0.1 -0.031
C -6.755931 -2.444406 12.363014 -0.2 0.1 0.1 -0.307
O -7.626144 -2.260654 11.252488 0.3 -0.1 -0.2 0.137
C -7.425291 -1.004629 10.778606 -0.2 0.1 0.1 -0.554
O -7.809828 -0.614497 9.721185 0.0 0.0 0.0 0.152
O -6.730077 -0.269577 11.659674 0.1 -0.1 0.0 0.070
F -7.349283 -3.250874 13.267049 -0.1 0.0 0.0 0.088
H -7.375036 -0.754315 13.565148 -0.1 -0.1 0.0 0.150
H -5.616075 -0.835584 13.322296 0.1 0.1 -0.2 0.146
H -5.836103 -2.919177 12.017512 0.0 -0.1 0.1 0.173
C -8.142269 3.472559 11.657593 -0.1 -0.1 -0.1 -0.043
C -7.276067 4.613036 11.164102 0.0 0.0 0.2 -0.315
O -6.166248 4.548703 12.039894 0.1 -0.1 -0.2 0.136
C -6.041541 3.258474 12.459567 0.0 0.0 0.1 -0.549
O -5.087747 2.806134 12.994031 0.0 0.0 0.1 0.183
O -7.163429 2.562483 12.165583 -0.1 0.1 0.0 0.053
F -7.882056 5.815648 11.291272 0.0 0.0 0.1 0.080
H -8.797482 3.796992 12.467021 0.0 0.1 0.0 0.146
H -8.732092 3.002776 10.875643 0.1 -0.1 0.0 0.141
H -6.925096 4.503693 10.136487 -0.1 0.1 0.0 0.172
C 2.638499 -7.736471 -6.501171 0.1 0.0 0.1 -0.051
C 1.252929 -7.308129 -6.934482 0.1 0.0 -0.1 -0.317
O 0.931352 -8.266650 -7.914823 -0.2 -0.1 0.2 0.134
C 1.615523 -9.414536 -7.617265 0.1 0.0 -0.1 -0.542
O 1.389591 -10.474289 -8.082951 0.0 0.0 -0.1 0.198
O 2.582473 -9.149237 -6.703412 0.0 0.1 0.0 0.075
F 1.249387 -6.067816 -7.497332 0.0 0.0 0.0 0.062
H 3.401644 -7.302501 -7.149090 -0.1 0.1 -0.1 0.145
H 2.862480 -7.502467 -5.464458 0.0 -0.2 0.0 0.140
H 0.502453 -7.334016 -6.141648 0.0 0.1 0.0 0.165
```
Positions in Å, forces in eV/Å.

**Total charge**: +1

(2)
# C6H8O2S

The molecule C6H8O2S in a non-equilibrium geometry (the ωB97M-V functional and the def2-TZVPD basis, OMol25).

Structure (XYZ):
```
17
Properties=species:S:1:pos:R:3:forces:R:3:nbo_charge:R:1
C -1.869002 0.960541 0.145486 1.8 -0.3 -0.7 -0.397
C -0.547777 0.699139 -0.128811 -2.1 -2.2 1.1 -0.010
C -2.918043 -0.018203 0.018752 -0.8 2.0 1.8 0.402
C 1.323351 -1.291619 0.098209 2.9 0.7 -2.7 0.096
C 0.565932 1.645847 -0.085832 -0.6 1.5 1.8 -0.681
C 2.356724 -1.449685 -0.818432 -5.0 -0.2 0.4 -0.450
O -2.742399 -1.031350 -0.586149 -1.4 -1.4 -0.5 -0.526
O 1.520285 -1.133992 1.421717 -0.8 -1.7 2.1 -0.704
S -0.275976 -1.043874 -0.505808 -0.5 0.2 -0.4 0.324
H -2.234371 1.882343 0.479054 0.1 1.7 0.3 0.208
H 1.384083 1.469131 0.658725 -1.1 0.0 -0.1 0.255
H 0.023995 2.637308 0.104004 1.5 -1.0 -0.5 0.231
H 1.090197 1.540920 -0.993936 0.5 0.6 -1.5 0.244
H 2.032260 -1.611396 -1.870164 0.4 0.6 0.9 0.214
H 3.248325 -1.850186 -0.542359 2.7 -0.6 0.9 0.197
H -3.869647 0.357354 0.649569 1.1 -1.4 -1.4 0.102
H 0.912057 -1.762278 1.955977 1.2 1.6 -1.4 0.495
```
Positions in Å, forces in eV/Å.

**Structure (SMILES)**: C=C(O)S/C(C)=C\C=O
**Energy above the lowest of the compared OMol25 structures with the same formula, charge and spin**: 1.445 eV

For reference, HOMO level by record: -11.4, -8.7 eV.
For reference, HOMO-LUMO gap by record: 7.32, 8.75 eV.
For reference, electronic energy by record: -120157.496, -21279.045 eV.